The following is a quantum chemistry calculation of a molecular structure, C27H33AlBrClN5O3, from the Open Molecules 2025 dataset.

ORCA input file:
```
! wB97M-V def2-TZVPD RIJCOSX def2/J DEFGRID3
* xyz 1 1
Al 2.36 1.45 -0.25
C -0.15 -5.90 0.77
C 0.12 -4.73 1.72
C -1.17 -4.40 2.47
C 1.20 -5.16 2.72
C 0.60 -3.48 0.96
C 0.88 -2.31 1.67
C 1.29 -1.22 0.96
Br 1.69 0.41 1.93
C 1.47 -1.16 -0.43
O 1.86 -0.01 -1.00
C 1.21 -2.33 -1.14
C 0.77 -3.44 -0.41
C 1.36 -2.52 -2.67
C 2.34 -3.67 -2.93
C -0.02 -2.88 -3.25
C 1.88 -1.30 -3.43
H -0.49 -6.76 1.35
H 0.75 -6.20 0.23
H -0.93 -5.66 0.04
H -1.53 -5.29 3.00
H -1.95 -4.07 1.78
H -1.03 -3.61 3.21
H 0.88 -6.05 3.26
H 1.40 -4.38 3.46
H 2.14 -5.39 2.20
H 0.77 -2.26 2.75
H 0.56 -4.34 -0.97
H 2.01 -4.61 -2.49
H 3.33 -3.43 -2.52
H 2.45 -3.82 -4.01
H -0.40 -3.82 -2.84
H 0.06 -2.99 -4.33
H -0.75 -2.09 -3.04
H 2.86 -0.98 -3.09
H 1.20 -0.45 -3.36
H 1.96 -1.57 -4.49
C 0.99 4.58 0.78
C 0.34 3.67 -0.20
N 0.81 2.52 -0.70
C -0.15 2.02 -1.57
C -1.19 2.86 -1.59
N -0.87 3.90 -0.73
C -1.76 5.00 -0.37
N -2.59 4.69 0.74
N -2.12 4.88 2.01
N -3.04 4.60 2.84
C -4.17 4.19 2.14
C -5.42 3.78 2.60
C -6.35 3.43 1.65
C -6.05 3.49 0.27
C -4.82 3.89 -0.19
C -3.88 4.24 0.78
H 1.95 4.18 1.09
H 0.35 4.74 1.64
H 1.18 5.55 0.32
H -0.01 1.09 -2.10
H -2.13 2.83 -2.13
H -2.38 5.22 -1.23
H -1.16 5.87 -0.13
H -5.64 3.74 3.66
H -7.34 3.11 1.96
H -6.82 3.22 -0.44
H -4.61 3.94 -1.26
Cl 4.73 0.41 -0.55
C 5.61 1.76 0.22
C 4.66 2.90 0.60
O 5.08 3.85 1.18
O 3.39 2.74 0.26
H 6.37 2.13 -0.46
H 6.09 1.38 1.12
*
```

## Properties
- Electronic energy: -131289.1384 eV
- Molar mass: 617.9 g mol⁻¹
- HOMO-LUMO gap: 8.9763 eV

***

The following is a quantum chemistry calculation of a molecular structure, C27H33AuN2O3, from the Open Molecules 2025 dataset.

ORCA input file:
```
! wB97M-V def2-TZVPD RIJCOSX def2/J DEFGRID3
* xyz 2 3
Au -1.88 1.34 -3.10
C 2.32 -3.99 -1.66
C 0.82 -4.24 -1.78
C 0.29 -4.90 -0.50
C 0.56 -5.18 -2.98
C 0.05 -2.93 -1.94
C -1.21 -2.89 -2.56
C -1.79 -1.65 -2.87
N -1.30 -0.52 -2.43
C -0.29 -0.50 -1.38
C 0.55 -1.74 -1.48
C 0.25 1.84 -1.15
C 1.01 2.44 -0.18
C 0.65 3.71 0.29
C -0.47 4.31 -0.28
C -1.18 3.66 -1.27
N -0.80 2.45 -1.70
C 1.44 4.34 1.43
C 1.05 5.80 1.64
C 1.11 3.54 2.70
C 2.94 4.26 1.14
H 2.84 -4.95 -1.63
H 2.58 -3.48 -0.73
H 2.71 -3.42 -2.50
H 0.81 -5.85 -0.33
H -0.77 -5.11 -0.56
H 0.47 -4.26 0.37
H 1.19 -6.06 -2.88
H 0.82 -4.70 -3.93
H -0.47 -5.52 -3.02
H -1.69 -3.78 -2.94
H -2.64 -1.60 -3.55
H 1.55 -1.66 -1.07
H 1.86 1.91 0.21
H -0.80 5.29 0.02
H -2.05 4.11 -1.73
H 0.01 5.91 1.96
H 1.21 6.40 0.74
H 1.67 6.23 2.43
H 0.05 3.59 2.95
H 1.68 3.94 3.54
H 1.38 2.48 2.59
H 3.20 4.74 0.19
H 3.31 3.23 1.11
H 3.49 4.77 1.93
C 2.14 -0.66 3.01
O 0.76 -0.58 3.36
C -0.15 -0.54 2.38
C -1.49 -0.53 2.78
C -2.48 -0.48 1.83
C -2.20 -0.40 0.45
C -3.42 -0.18 -0.39
C -4.63 -1.03 -0.13
O -3.47 0.71 -1.23
C -0.86 -0.43 0.06
O 0.59 0.61 -1.64
C 0.15 -0.51 1.03
H 2.68 -0.69 3.95
H 2.45 0.22 2.44
H 2.34 -1.57 2.44
H -1.73 -0.57 3.84
H -3.51 -0.48 2.16
H -4.37 -2.03 0.20
H -5.25 -1.06 -1.03
H -5.24 -0.56 0.64
H 1.18 -0.56 0.72
*
```

## Properties
- Electronic energy: -41331.1382 eV
- Molar mass: 630.5 g mol⁻¹
- Energy above the lowest of the compared OMol25 structures with the same formula, charge and spin: 1.2829 eV
- HOMO-LUMO gap (spin up / spin down): 6.5539 / 4.8086 eV
- ⟨S²⟩: 2.0383

***

The following is a quantum chemistry calculation of 2 unconnected molecules or ions with the total composition C27H33BO3, from the Open Molecules 2025 dataset.

ORCA input file:
```
! wB97M-V def2-TZVPD RIJCOSX def2/J DEFGRID3
* xyz 0 1
C 2.30 -4.17 1.19
O 2.77 -2.99 0.49
C 2.68 -1.82 1.05
C 3.54 -0.77 0.61
C 3.58 0.44 1.35
C 4.28 1.53 0.85
C 4.99 1.42 -0.36
C 5.03 0.20 -1.04
C 4.33 -0.90 -0.57
H 2.50 -5.00 0.51
H 2.87 -4.29 2.12
H 1.23 -4.11 1.41
H 2.08 -1.73 1.97
H 3.07 0.46 2.31
H 4.30 2.47 1.41
H 5.54 2.29 -0.74
H 5.63 0.11 -1.95
H 4.36 -1.87 -1.07
C -0.10 2.07 2.20
C -1.16 2.21 1.11
C -2.32 3.01 1.67
C -0.54 2.78 -0.26
C -1.63 3.38 -1.15
C 0.55 3.83 -0.09
O 0.02 1.64 -0.87
B -0.80 0.53 -0.41
C -1.81 0.07 -1.64
C -3.14 -0.27 -1.39
C -3.97 -0.66 -2.45
C -3.49 -0.68 -3.76
C -2.17 -0.30 -4.01
C -1.34 0.09 -2.95
C 0.24 -0.83 0.01
C -0.63 -1.93 0.46
C -0.94 -3.02 -0.38
C -1.79 -4.03 0.06
C -2.34 -3.97 1.35
C -2.08 -2.87 2.17
C -1.24 -1.85 1.72
O -1.60 0.92 0.74
H 0.20 3.06 2.57
H -0.53 1.50 3.04
H 0.78 1.54 1.83
H -1.98 4.02 1.94
H -3.15 3.08 0.96
H -2.69 2.52 2.59
H -2.00 4.32 -0.72
H -1.21 3.60 -2.14
H -2.48 2.69 -1.29
H 0.15 4.70 0.46
H 1.42 3.43 0.45
H 0.88 4.17 -1.08
H -3.54 -0.24 -0.38
H -5.00 -0.93 -2.23
H -4.14 -1.00 -4.58
H -1.77 -0.29 -5.02
H -0.32 0.42 -3.16
H 0.80 -1.07 -0.91
H 0.92 -0.48 0.80
H -0.51 -3.04 -1.38
H -2.03 -4.86 -0.61
H -3.00 -4.77 1.70
H -2.53 -2.79 3.17
H -1.05 -0.98 2.34
*
```

## Properties
- Electronic energy: -35352.7723 eV
- Molar mass: 416.4 g mol⁻¹
- HOMO-LUMO gap: 4.6050 eV

***

The following is a quantum chemistry calculation of 7 unconnected molecules or ions with the total composition C27H33ClF6N4O20P, from the Open Molecules 2025 dataset.

ORCA input file:
```
! wB97M-V def2-TZVPD RIJCOSX def2/J DEFGRID3
* xyz 1 1
C 3.72 1.71 0.55
C 2.69 0.77 -0.19
C 1.23 1.09 0.38
Cl 0.96 2.87 0.59
C 0.13 0.38 -0.46
C -1.06 1.07 -1.02
C -2.06 0.31 -1.77
C -3.29 1.13 -2.34
O -3.19 2.54 -2.07
N -2.37 3.06 -3.10
O -3.04 3.55 -3.92
N -1.93 -1.05 -2.02
N -2.87 -1.80 -2.72
C -0.80 -1.73 -1.53
P -0.47 -3.57 -1.86
N 0.86 -3.60 -2.74
C 0.24 -1.06 -0.74
H 4.76 1.32 0.35
H 3.71 2.78 0.17
H 3.57 1.71 1.67
H 2.74 0.88 -1.30
H 2.96 -0.29 0.08
H 1.22 0.63 1.42
H -1.13 2.17 -0.84
H -3.27 0.98 -3.46
H -4.25 0.68 -1.98
H -3.06 -2.66 -2.20
H -3.78 -1.33 -2.78
H -1.54 -4.12 -2.64
H -0.34 -4.29 -0.63
H 0.64 -4.03 -3.65
H 1.11 -1.64 -0.37
C -3.26 1.85 2.99
C -2.10 2.34 3.80
O -1.48 1.15 4.23
C -1.75 0.22 3.27
O -1.17 -0.81 3.15
O -2.75 0.63 2.44
F -2.52 3.03 4.88
H -4.14 1.63 3.59
H -3.54 2.54 2.20
H -1.38 2.95 3.24
C 0.65 2.66 -4.88
C 1.73 3.06 -5.84
O 2.85 2.32 -5.38
C 2.34 1.20 -4.80
O 2.97 0.23 -4.54
O 1.00 1.32 -4.56
F 2.01 4.38 -5.74
H 0.65 3.27 -3.97
H -0.35 2.71 -5.33
H 1.52 2.80 -6.88
C 4.41 6.10 -0.65
C 5.47 6.45 -1.65
O 6.59 5.70 -1.22
C 6.08 4.60 -0.60
O 6.70 3.62 -0.35
O 4.75 4.75 -0.32
F 5.78 7.77 -1.59
H 4.46 6.72 0.25
H 3.41 6.16 -1.06
H 5.23 6.18 -2.68
C -0.71 -8.51 -1.79
C -1.19 -7.09 -1.89
O -2.41 -7.21 -2.59
C -2.90 -8.44 -2.27
O -4.02 -8.78 -2.45
O -1.94 -9.23 -1.71
F -0.33 -6.34 -2.64
H -0.16 -8.83 -2.68
H -0.10 -8.68 -0.91
H -1.36 -6.60 -0.93
C 5.36 -0.58 5.32
C 3.99 -0.03 5.07
O 3.96 0.15 3.67
C 4.81 -0.79 3.16
O 4.83 -1.12 2.02
O 5.61 -1.32 4.12
F 3.83 1.18 5.67
H 6.12 0.21 5.41
H 5.41 -1.22 6.19
H 3.18 -0.70 5.38
C -7.73 -1.53 4.50
C -6.51 -1.87 3.70
O -5.78 -0.66 3.71
C -6.10 -0.03 4.88
O -5.49 0.87 5.35
O -7.22 -0.58 5.43
F -6.84 -2.17 2.42
H -8.51 -1.06 3.90
H -8.14 -2.39 5.02
H -5.90 -2.67 4.12
*
```

## Properties
- Electronic energy: -113547.8535 eV
- Molar mass: 914.0 g mol⁻¹
- Energy above the lowest of the compared OMol25 structures with the same formula, charge and spin: 0.0000 eV
- HOMO-LUMO gap: 7.4975 eV

***

The following is a quantum chemistry calculation of a molecular structure, C27H33ClN4O5Re, from the Open Molecules 2025 dataset.

ORCA input file:
```
! wB97M-V def2-TZVPD RIJCOSX def2/J DEFGRID3
* xyz 2 2
Re 1.31 0.74 -0.75
C 5.55 0.34 -1.22
C 4.21 0.49 -0.58
O 3.24 0.82 -1.32
C 4.07 0.25 0.82
C 3.02 0.66 1.57
C 2.96 0.51 3.05
N 1.94 1.32 0.95
N 1.51 2.45 1.59
C 0.82 3.14 0.73
O 0.65 2.64 -0.48
C 0.19 4.41 1.07
C -0.41 5.18 0.07
C -1.00 6.39 0.39
C -1.00 6.84 1.71
C -0.40 6.08 2.70
C 0.19 4.87 2.39
H 5.74 -0.73 -1.32
H 5.55 0.80 -2.20
H 6.33 0.76 -0.59
H 4.91 -0.20 1.33
H 3.88 0.07 3.43
H 2.78 1.47 3.52
H 2.12 -0.15 3.31
H -0.39 4.84 -0.96
H -1.46 6.99 -0.38
H -1.45 7.79 1.95
H -0.39 6.43 3.72
H 0.67 4.27 3.16
C -3.26 1.00 -0.90
C -1.76 1.14 -1.26
N -0.92 0.28 -0.38
C -1.29 -1.14 -0.62
C -2.80 -1.36 -0.39
N -3.39 -0.08 0.13
C -2.69 0.32 1.39
C -1.22 0.61 1.04
H -3.86 0.70 -1.76
H -3.67 1.91 -0.48
H -1.44 2.17 -1.14
H -1.58 0.85 -2.29
H -0.70 -1.77 0.04
H -1.01 -1.41 -1.63
H -2.99 -2.13 0.35
H -3.32 -1.61 -1.30
H -4.38 -0.23 0.33
H -2.80 -0.51 2.09
H -3.20 1.19 1.79
H -0.56 0.01 1.67
H -0.99 1.66 1.22
C -2.36 -4.25 -2.78
C -1.64 -4.30 -1.46
C -2.26 -4.80 -0.32
C -1.56 -4.92 0.88
Cl -2.36 -5.54 2.27
C -0.23 -4.56 0.94
C 0.41 -4.05 -0.18
C -0.30 -3.91 -1.37
O 0.20 -3.35 -2.51
C 1.58 -3.12 -2.64
C 2.10 -2.06 -1.67
O 3.09 -2.16 -1.01
O 1.28 -1.00 -1.57
H -3.39 -4.59 -2.67
H -1.86 -4.88 -3.52
H -2.37 -3.25 -3.20
H -3.29 -5.13 -0.36
H 0.32 -4.69 1.87
H 1.45 -3.78 -0.11
H 1.71 -2.74 -3.65
H 2.18 -4.02 -2.51
*
```

## Properties
- Electronic energy: -59370.5216 eV
- Molar mass: 715.2 g mol⁻¹
- Energy above the lowest of the compared OMol25 structures with the same formula, charge and spin: 1.2014 eV
- HOMO-LUMO gap (spin up / spin down): 6.3695 / 6.5677 eV
- ⟨S²⟩: 0.8078

***

The following is a quantum chemistry calculation of a molecular structure, C27H33CrNO4PS4, from the Open Molecules 2025 dataset.

ORCA input file:
```
! wB97M-V def2-TZVPD RIJCOSX def2/J DEFGRID3
* xyz 0 4
Cr 0.83 0.09 0.87
S 0.02 -0.47 2.97
C -0.38 -2.17 2.54
C -0.47 -3.10 3.59
C -0.85 -4.40 3.36
C -1.19 -4.86 2.09
C -1.10 -3.97 1.03
C -0.69 -2.66 1.27
S -0.72 -1.52 -0.09
C 0.48 -2.16 -1.35
C 1.30 -1.00 -1.91
C 1.97 -1.16 -3.14
C 2.80 -0.16 -3.60
C 2.95 0.97 -2.81
C 2.29 1.07 -1.60
C 2.43 2.25 -0.67
S 2.56 1.76 1.11
C 4.05 0.82 1.11
C 5.24 1.55 1.19
C 6.46 0.90 1.23
C 6.45 -0.50 1.17
C 5.27 -1.21 1.12
C 4.02 -0.57 1.10
S 2.56 -1.57 1.13
N 1.49 0.09 -1.18
H -0.25 -2.77 4.60
H -0.93 -5.09 4.19
H -1.55 -5.86 1.92
H -1.37 -4.30 0.04
H -0.03 -2.69 -2.14
H 1.19 -2.81 -0.85
H 1.81 -2.08 -3.67
H 3.32 -0.27 -4.52
H 3.60 1.76 -3.13
H 1.51 2.85 -0.71
H 3.30 2.84 -0.96
H 5.21 2.63 1.22
H 7.39 1.44 1.34
H 7.37 -1.05 1.20
H 5.28 -2.29 1.13
C -3.51 -0.36 2.82
C -3.36 0.93 2.04
C -2.76 2.03 2.90
C -4.70 1.34 1.42
O -2.50 0.58 0.88
P -1.73 1.64 -0.02
O -2.42 2.93 -0.15
O -0.27 1.64 0.49
O -1.61 0.83 -1.40
C -1.98 1.36 -2.72
C -1.61 0.19 -3.64
C -1.12 2.58 -3.04
C -3.48 1.61 -2.75
H -4.28 -0.22 3.58
H -2.58 -0.63 3.32
H -3.82 -1.18 2.17
H -3.42 2.15 3.76
H -2.70 2.96 2.37
H -1.77 1.75 3.29
H -5.44 1.48 2.20
H -5.07 0.54 0.79
H -4.61 2.26 0.82
H -0.53 0.04 -3.64
H -1.93 0.38 -4.66
H -2.09 -0.72 -3.30
H -0.07 2.30 -2.96
H -1.35 3.40 -2.39
H -1.32 2.88 -4.06
H -4.00 0.70 -2.41
H -3.80 1.81 -3.76
H -3.78 2.44 -2.13
*
```

## Properties
- Electronic energy: -119273.3431 eV
- Molar mass: 646.8 g mol⁻¹
- Energy above the lowest of the compared OMol25 structures with the same formula, charge and spin: 0.0000 eV
- HOMO-LUMO gap (spin up / spin down): 7.2445 / 7.0641 eV
- ⟨S²⟩: 3.8030